Entry 1:
Here is a cluster of 2 separate species, CHClFO3 in total at a distorted geometry from the Open Molecules 2025 dataset. Energies are from ωB97M-V/def2-TZVPD.

Last column: Mulliken charge in e.
Geometry (Å):
C  -1.342  -0.514  0.026  0.640
O  -0.413  1.630  -0.401  0.090
O  -2.393  -0.086  0.155  -0.110
O  -0.108  0.441  -0.385  0.166
F  -0.789  -1.666  0.037  -0.063
Cl  2.145  0.347  0.746  -0.060
H  2.899  -0.151  -0.179  0.338

Values from the calculation:
E, hartree: -823.9288
F_max, eV/A: 1.577
Total charge: +1
2S+1: 1
Kohn-Sham gap (spin up / spin down), eV: 6.509 / 8.295
Energy relative to the best compared isomer or geometry (same formula, charge and spin), eV: 0.7174


Entry 2:
Here is a cluster of 2 separate species, CHClFO3 in total at a distorted geometry from the Open Molecules 2025 dataset. Energies are from ωB97M-V/def2-TZVPD.

Last column: Mulliken charge in e.
Geometry (Å):
C  -1.337  0.098  -0.205  0.504
O  2.901  -0.102  0.497  -0.071
O  0.776  -0.065  0.362  -0.328
O  1.894  -0.595  0.057  0.440
F  -1.133  0.012  -1.468  -0.023
Cl  -1.596  1.525  0.474  0.182
H  -1.505  -0.874  0.283  0.295

Values from the calculation:
E, hartree: -823.8503
F_max, eV/A: 1.846
Total charge: +1
2S+1: 1
Kohn-Sham gap, eV: 9.765
Energy relative to the best compared isomer or geometry (same formula, charge and spin), eV: 2.8543


Entry 3:
Here is a cluster of 2 separate species, CHClN3O in total at a distorted geometry from the Open Molecules 2025 dataset. Energies are from ωB97M-V/def2-TZVPD.

Last column: Mulliken charge in e.
Geometry (Å):
C  1.270  0.915  0.127  0.329
N  -3.619  0.395  -0.232  -0.152
N  -2.454  0.398  -0.077  0.666
N  1.524  -0.267  0.017  -0.027
O  -1.228  0.545  0.089  -0.525
Cl  1.968  -1.880  -0.207  0.300
H  2.539  -0.106  0.283  0.408

Values from the calculation:
E, hartree: -737.8238
F_max, eV/A: 7.489
Total charge: +1
2S+1: 1
Kohn-Sham gap, eV: 8.408
Energy relative to the best compared isomer or geometry (same formula, charge and spin), eV: 6.6825